No. 1
Density functional theory data (ωB97M-V/def2-TZVPD) for a structure of composition C20H28CoNO2Se.

Properties
2S+1 ... 5
Frontier orbital gap (spin up / spin down) ... 7.848 / 5.295 eV
ΔE to the lowest compared entry with this formula, charge and spin ... 6.9 kcal per mole
E_tot ... -129746.4972 eV
E_HOMO (spin up / spin down) ... -7.23 / -7.62 eV

```
53
C20H28CoNO2Se (ωB97M-V/def2-TZVPD)
O 0.31 0.18 -7.17
C 0.32 1.49 -7.80
C 0.21 0.95 -9.22
H 1.26 2.02 -7.61
H -0.55 2.09 -7.49
C 0.29 -0.42 -8.50
H 1.05 1.18 -9.87
H -0.75 1.14 -9.70
C 1.57 -1.18 -8.82
H 2.45 -0.53 -8.69
H 1.54 -1.54 -9.85
H 1.66 -2.05 -8.16
C -0.93 -1.30 -8.71
H -1.84 -0.74 -8.49
H -0.86 -2.18 -8.06
H -0.95 -1.64 -9.76
Co -0.79 -0.40 0.49
C -2.69 -0.86 0.87
C -2.42 0.50 1.20
C -1.92 1.16 0.02
H -2.61 0.93 2.18
C -1.89 0.19 -1.03
C -2.34 -1.06 -0.50
H -2.44 -2.00 -1.03
H -3.13 -1.61 1.54
H -1.60 2.19 -0.07
H -1.59 0.38 -2.06
C 1.25 -1.98 1.43
C 0.12 -2.32 0.60
C 0.38 -1.71 -0.71
H -0.63 -3.07 0.82
C 1.63 -1.00 -0.63
C 2.14 -1.15 0.69
H 3.08 -0.77 1.05
H 1.40 -2.35 2.45
H -0.09 -2.01 -1.65
H 2.13 -0.54 -1.48
O 1.65 0.50 -3.78
C 0.38 -0.05 -4.19
C -0.61 1.10 -4.48
H -0.03 -0.72 -3.39
H 0.54 -0.66 -5.08
C 0.28 2.37 -4.41
H -1.38 1.13 -3.72
H -1.09 0.97 -5.45
C 1.44 1.92 -3.52
H -0.26 3.25 -4.01
H 0.66 2.62 -5.41
H 1.14 2.07 -2.45
H 2.38 2.47 -3.70
Se 1.33 1.57 4.36
C 0.65 0.94 2.87
N 0.15 0.55 1.86
```

Atomic charges from the Mulliken analysis, expressed in e, are listed below:
1 O -0.229
2 C -0.586
3 C -0.852
4 H 0.243
5 H 0.358
6 C 1.489
7 H 0.324
8 H 0.294
9 C -1.683
10 H 0.376
11 H 0.414
12 H 0.367
13 C -1.697
14 H 0.373
15 H 0.374
16 H 0.405
17 Co -0.363
18 C -0.091
19 C -0.693
20 C -0.700
21 H 0.483
22 C 1.204
23 C -0.920
24 H 0.487
25 H 0.460
26 H 0.474
27 H -0.335
28 C -0.521
29 C -0.339
30 C -0.250
31 H 0.543
32 C -0.399
33 C -0.780
34 H 0.454
35 H 0.421
36 H 0.728
37 H 0.522
38 O -0.463
39 C 0.608
40 C -0.540
41 H -0.501
42 H 0.215
43 C -0.433
44 H 0.238
45 H 0.385
46 C -0.437
47 H 0.375
48 H 0.059
49 H 0.146
50 H 0.405
51 Se -0.188
52 C 0.318
53 N -0.540

No. 2
Density functional theory data (ωB97M-V/def2-TZVPD) for a cluster of 2 separate species, C4H12N2O in total.

Properties
Frontier orbital gap ... 7.673 eV
ΔE to the lowest compared entry with this formula, charge and spin ... 135.9 kcal per mole
E_tot ... -9365.2992 eV
E_HOMO ... -7.01 eV

```
19
C4H12N2O (ωB97M-V/def2-TZVPD)
C -0.55 0.30 0.02
C 0.25 -0.64 0.75
C 2.44 0.70 -0.63
C -1.20 1.48 0.68
N -1.29 -1.13 0.31
N -1.62 -2.02 -0.73
O 1.65 0.97 0.46
H -1.97 -1.14 1.06
H -0.35 0.37 -1.04
H -0.83 -2.63 -0.91
H -1.84 -1.51 -1.58
H 0.92 -1.29 0.21
H 0.30 -0.58 1.83
H 2.09 -0.18 -1.25
H 2.50 1.53 -1.36
H 3.49 0.45 -0.36
H -0.43 2.25 0.73
H -2.07 1.82 0.13
H -1.50 1.25 1.71
```

Atomic charges from the Mulliken analysis, expressed in e, are listed below:
1 C 0.531
2 C -0.318
3 C -0.678
4 C -1.426
5 N 0.017
6 N -0.704
7 O -0.694
8 H 0.258
9 H 0.393
10 H 0.267
11 H 0.270
12 H 0.266
13 H 0.196
14 H 0.181
15 H 0.218
16 H 0.214
17 H 0.340
18 H 0.356
19 H 0.312